ORCA calculation (ωB97M-V with the def2-TZVPD basis set) on a cluster of 11 separate species, C26H74O11 in total in a non-equilibrium geometry.

Geometry as XYZ:
```
111
Properties=species:S:1:pos:R:3:forces:R:3
C -10.65771 -15.43328 -3.77877 -0.644 1.015 1.531
C -9.23297 -15.47390 -4.29816 -1.290 -1.703 0.901
O -9.34466 -16.34010 -5.42209 0.767 0.673 -1.129
H -10.74332 -14.74730 -2.93604 0.216 0.410 0.098
H -11.06833 -16.32890 -3.31256 0.543 -0.566 -0.481
H -11.41842 -15.09079 -4.48029 0.418 -0.015 -0.434
H -8.59447 -16.03776 -3.61810 0.083 0.429 0.608
H -8.80790 -14.47611 -4.40699 -0.094 -0.013 -0.744
H -8.70142 -16.04122 -6.06902 0.031 -0.245 -0.305
C -2.63373 -13.72185 1.49245 0.582 -0.811 1.042
C -4.08337 -13.87058 1.85895 -0.052 0.163 0.130
O -4.75970 -14.11234 0.64844 -1.034 -0.376 -0.038
H -2.36208 -14.69579 1.08533 0.378 0.063 -0.187
H -2.04549 -13.57010 2.39746 0.283 0.092 -0.002
H -2.37842 -12.95120 0.76511 -0.457 0.068 0.091
H -4.46471 -13.03967 2.45248 -0.183 0.662 -0.496
H -4.32899 -14.68597 2.53933 0.634 -0.503 -0.089
H -5.12927 -13.26592 0.38655 -0.044 0.469 -0.458
C -10.02515 -13.65624 1.61448 0.196 0.323 -1.847
C -10.89374 -12.98726 0.50841 1.065 -1.068 0.952
O -12.10412 -12.89547 1.13634 -2.421 1.181 0.673
H -9.13725 -13.97445 1.06813 0.504 -0.218 0.619
H -10.53006 -14.51293 2.06083 -0.053 0.021 -0.260
H -9.82165 -12.93220 2.40344 0.155 -0.021 -0.148
H -11.07596 -13.56402 -0.39837 0.844 -0.440 -0.201
H -10.48522 -12.01964 0.21700 0.184 0.204 0.051
H -12.63945 -12.26779 0.64537 -0.428 -0.010 0.133
C -6.21577 -17.46523 0.04317 0.381 1.078 0.555
C -7.57881 -16.79435 0.31779 1.244 0.135 0.243
O -7.94527 -15.93632 -0.77065 -0.489 -0.856 0.072
H -6.14535 -17.81842 -0.98561 0.086 -0.233 0.090
H -5.79600 -18.13739 0.79156 -0.939 -0.919 0.011
H -5.46477 -16.69875 0.23448 0.083 0.589 -0.837
H -7.44819 -16.15111 1.18801 -0.154 -0.186 0.345
H -8.33745 -17.54142 0.55112 -0.366 0.310 -0.438
H -7.15544 -15.47768 -1.06631 0.206 0.068 0.101
C -3.45154 -16.01466 -1.92140 -0.898 2.553 -1.361
C -2.53442 -16.92545 -1.24501 1.152 -0.253 0.858
O -1.47902 -17.20652 -2.16833 -0.269 -0.703 -0.195
H -3.83675 -16.36300 -2.87972 -0.262 -0.710 0.191
H -2.93032 -15.12580 -2.27687 0.640 0.052 0.145
H -4.24137 -15.51542 -1.36012 -0.142 -0.762 0.454
H -3.07254 -17.79370 -0.86464 0.106 -0.646 -0.311
H -2.07094 -16.51952 -0.34584 -0.244 0.488 0.100
H -0.63468 -17.28130 -1.71768 -0.089 -0.017 0.138
C -6.00867 -12.27165 -2.23216 -1.366 -0.711 0.104
C -6.68756 -11.93455 -0.91527 -0.582 0.975 -1.441
O -5.74970 -11.58279 0.03881 1.023 -0.370 1.535
H -6.82319 -12.14445 -2.94524 0.268 0.171 -0.512
H -5.81990 -13.34474 -2.26314 0.715 0.043 -0.049
H -5.15345 -11.65097 -2.49946 -0.118 -0.121 0.216
H -7.34974 -12.72903 -0.57115 0.005 -0.286 -0.070
H -7.29495 -11.04193 -1.06497 -0.435 -0.014 -0.212
H -6.24346 -11.56789 0.86196 0.239 0.378 0.451
C -7.80377 -20.48451 -2.22488 1.424 0.753 0.225
C -8.96992 -19.90234 -1.40640 -0.602 -1.935 -1.700
O -9.41170 -20.66567 -0.29117 0.529 0.643 0.953
H -6.83878 -20.04968 -1.96445 0.188 0.511 0.219
H -7.98131 -20.21269 -3.26541 0.103 -0.127 -0.054
H -7.55395 -21.54485 -2.18784 -0.996 -0.371 0.208
H -9.72465 -20.02701 -2.18290 -0.769 0.710 0.341
H -8.86109 -18.84370 -1.17072 0.103 -0.322 0.297
H -9.34937 -21.61623 -0.41005 0.033 0.019 -0.550
C -4.23350 -20.50428 2.57646 -0.137 1.950 0.521
C -4.87310 -21.79583 2.17844 0.679 -0.704 3.643
C -5.50571 -22.59236 3.46147 0.553 -0.638 -1.785
O -5.78950 -21.51302 1.17392 -0.487 -0.747 -1.459
H -4.95741 -19.75710 2.90170 -0.641 -0.242 0.438
H -3.84797 -19.92652 1.73643 0.563 -0.556 -0.438
H -3.49712 -20.49122 3.38000 0.133 -0.575 -0.170
H -4.04147 -22.42743 1.86607 -0.415 -0.353 -0.782
H -6.55137 -22.44401 3.73106 0.105 1.034 -0.022
H -4.84966 -22.61673 4.33158 -0.038 0.668 -0.048
H -5.54713 -23.64770 3.19194 0.168 -0.194 -0.353
H -6.55258 -21.13880 1.62032 -0.545 0.247 -0.138
C -11.01612 -19.93065 4.21439 0.686 -0.590 -1.516
C -9.95664 -19.38478 3.19786 0.043 1.866 0.173
C -8.94358 -18.37885 3.85885 -1.188 -0.967 0.121
O -9.19315 -20.39007 2.54558 0.782 -0.920 1.333
H -11.67361 -20.51206 3.56804 -0.201 -0.326 0.259
H -11.65962 -19.18756 4.68537 0.481 0.267 -0.004
H -10.57183 -20.60881 4.94295 0.029 0.159 0.098
H -10.51921 -18.82968 2.44721 -0.132 0.042 -0.182
H -8.33066 -17.81617 3.15470 0.223 -0.493 -0.122
H -8.39584 -19.01357 4.55542 0.596 0.340 -0.050
H -9.45648 -17.62036 4.45023 -0.253 -0.110 0.058
H -9.27047 -20.55834 1.60361 -0.872 0.826 -0.262
C -3.72284 -20.26438 -1.83908 -0.569 1.831 1.716
C -4.27709 -21.50793 -2.34333 2.421 -2.723 -0.996
C -3.21530 -22.20339 -3.36761 -1.083 -0.814 1.197
O -4.73257 -22.35506 -1.32320 1.152 -0.679 -2.882
H -3.63609 -19.51384 -2.62474 0.488 -0.173 0.137
H -2.83967 -20.52088 -1.25401 0.523 0.254 -0.523
H -4.37843 -19.86033 -1.06769 -0.268 0.436 0.059
H -5.16242 -21.26853 -2.93238 -1.194 0.086 -0.557
H -3.58055 -23.13571 -3.79828 -0.304 0.102 0.094
H -2.35692 -22.48554 -2.75795 0.040 0.131 0.166
H -2.84047 -21.59593 -4.19138 -0.532 0.543 0.355
H -5.26812 -21.92932 -0.64975 -0.863 1.177 1.831
C -3.10813 -17.42749 3.33234 0.279 -0.141 -1.093
C -3.57746 -17.51265 4.79197 0.742 -1.492 -1.853
C -2.51794 -18.13692 5.65471 0.683 -0.056 0.798
O -3.99055 -16.26453 5.11496 -1.282 2.270 1.496
H -2.27717 -16.72566 3.26137 0.207 0.167 0.262
H -3.84075 -17.02795 2.63110 -0.526 0.200 0.383
H -2.75228 -18.30518 2.79277 0.114 -0.457 0.644
H -4.47029 -18.12743 4.90598 -0.121 -0.150 -0.285
H -1.57765 -17.58891 5.71515 0.021 0.370 -0.373
H -2.24841 -19.12050 5.26996 -0.172 -0.139 0.087
H -2.83118 -18.21842 6.69555 -0.255 -0.196 -0.043
H -3.33420 -15.57184 5.01009 0.373 -0.244 -0.065
```
Forces are in eV/Å.

Computed properties:
* net charge: +1
* DFT total energy: -1862.091197 Ha
* LUMO level (spin up / spin down): -2.3 / -9.1 eV
* expectation value of S²: 0.7544
* energy above the lowest of the compared OMol25 structures with the same formula, charge and spin: 0.0 kcal/mol
* orbital gap (spin up / spin down): 9.2672 / 2.5375 eV
* HOMO (spin up / spin down): -0.4268 / -0.4268 Eh
* strongest force on any atom: 3.8 eV Å⁻¹
* multiplicity: 2

Atomic partial charges in e from the Löwdin method, atoms 1 to 6: -0.0926 -0.3066 -0.0868 0.0543 0.0721 0.0785

ORCA calculation (ωB97M-V with the def2-TZVPD basis set) on a structure of composition C26H74O16 in a non-equilibrium geometry.

Geometry as XYZ:
```
116
Properties=species:S:1:pos:R:3:forces:R:3
C -0.43863 2.90321 0.71157 0.882 3.268 2.367
O 0.69790 3.74769 0.85252 -0.297 0.683 0.745
C 2.03400 3.29390 0.60135 -0.980 2.357 0.810
C 2.86889 4.56533 0.68290 -0.034 -0.853 -0.217
O 2.69613 5.24211 1.90094 -0.783 -1.061 -0.095
C 3.30207 6.47550 1.95298 1.293 0.306 0.439
H -0.49521 2.56488 -0.32305 -2.169 1.045 4.363
H -1.39274 3.42881 0.75059 1.149 1.527 1.052
H -0.40790 2.05518 1.39567 0.039 1.738 -0.252
H 2.00142 2.89554 -0.41273 1.673 1.717 1.044
H 2.32222 2.49518 1.28477 -0.154 0.621 0.021
H 2.60190 5.18403 -0.17386 -0.236 0.299 -0.016
H 3.90583 4.26921 0.52424 0.499 0.094 0.150
H 4.34742 6.38297 1.65836 0.404 0.062 -0.172
H 3.33375 6.75336 3.00650 -0.304 0.393 -0.110
H 2.87994 7.25067 1.31344 -0.488 0.019 0.024
C 3.85005 -1.30870 4.38416 0.436 1.143 0.367
O 4.15305 -1.79225 3.09159 -1.645 -1.329 -0.116
C 3.21029 -2.79175 2.58691 0.008 -0.415 0.046
C 1.73695 -2.34488 2.48511 1.932 0.590 1.029
O 1.19391 -2.19668 3.79563 2.826 -1.973 0.995
C 0.08412 -1.42866 3.86142 2.387 1.950 0.158
H 3.02197 -0.60007 4.36896 0.316 -0.178 0.093
H 4.75702 -0.77957 4.67659 -0.023 0.128 0.153
H 3.58807 -1.97469 5.20631 0.169 -0.890 -0.483
H 3.28531 -3.73026 3.13614 0.093 0.089 0.649
H 3.60804 -3.06706 1.61013 -0.185 0.358 -0.194
H 1.06523 -2.93378 1.86055 0.838 -0.537 0.189
H 1.78852 -1.37342 1.99348 0.337 -1.749 0.642
H 0.30306 -0.36232 3.91680 0.166 0.050 0.836
H -0.54749 -1.65577 4.72025 0.092 -0.463 0.083
H -0.44718 -1.55786 2.91848 3.918 0.660 1.848
C 0.76643 1.90378 -6.33189 0.806 1.808 -0.175
O 0.54552 2.08602 -4.94266 0.427 0.262 -1.577
C -0.31046 1.10691 -4.49307 -0.085 0.031 0.401
C -0.55049 1.38356 -3.02577 -0.044 0.128 0.521
O 0.70006 1.42867 -2.41098 0.975 -0.731 0.234
C 0.67070 1.78652 -1.03587 1.462 1.432 -5.478
H -0.11459 2.01369 -6.96421 -0.572 -0.406 0.296
H 1.33634 1.02677 -6.63874 -0.116 -0.402 0.457
H 1.35662 2.77475 -6.61680 0.303 -0.070 -0.078
H 0.13097 0.12964 -4.68851 0.621 0.003 0.232
H -1.22513 1.10382 -5.08592 -0.477 0.315 0.067
H -1.13185 0.63506 -2.48737 -0.437 0.320 -0.664
H -1.02309 2.36095 -2.92850 -0.320 0.302 -0.127
H 0.26324 1.04708 -0.34646 0.816 3.604 -2.431
H 0.19202 2.75409 -0.88490 3.025 0.269 -4.496
H 1.72905 1.86146 -0.78610 -2.032 -0.557 -1.389
C -3.06813 -4.58671 1.32062 0.627 -1.242 0.871
O -1.63968 -4.37323 1.41866 -1.770 0.722 0.026
C -1.42013 -2.93782 1.20771 1.096 -5.678 -6.095
C -1.35332 -2.63412 -0.28059 -1.618 -0.349 -0.365
O -2.57127 -2.77313 -1.00946 -1.001 -0.600 0.078
C -2.46956 -3.43188 -2.30066 -0.238 -0.312 1.698
H -3.31857 -5.50638 1.84938 0.379 -0.389 -0.018
H -3.45653 -4.71608 0.31042 0.194 0.573 -0.041
H -3.62113 -3.85558 1.91032 -0.105 0.584 -0.423
H -0.42938 -2.78235 1.63472 -0.220 -0.150 -0.652
H -2.00859 -2.24983 1.81474 -1.857 -2.655 -5.153
H -0.58532 -3.17940 -0.82918 -2.432 -0.369 0.173
H -1.08921 -1.57676 -0.26189 -0.519 -1.720 -1.484
H -2.47923 -4.49793 -2.07365 0.168 -0.261 -0.461
H -1.61857 -3.08097 -2.88443 -0.421 -1.482 0.845
H -3.34579 -3.16654 -2.89220 -0.151 -0.181 0.347
C -0.03783 -1.64484 -2.36488 -1.465 0.425 -2.171
O -1.41841 -1.27017 -2.52480 0.448 1.579 0.390
C -1.85124 -1.25515 -3.85907 -0.202 2.069 0.083
C -3.29694 -0.70594 -3.93516 -0.670 -0.518 0.955
O -3.51436 0.57336 -3.33573 1.146 0.565 -0.928
C -4.88430 0.90221 -3.19868 0.450 -0.358 0.959
H 0.67424 -1.01094 -2.89330 -0.574 0.126 -0.503
H -0.00158 -2.67415 -2.72167 0.406 0.197 -0.288
H 0.30538 -1.64370 -1.33033 -2.456 1.281 -2.205
H -1.76556 -2.26855 -4.25120 -0.290 0.238 -0.781
H -1.20339 -0.55774 -4.39012 -0.703 -1.239 -0.187
H -3.95276 -1.36073 -3.36136 -0.053 -0.499 -0.097
H -3.68417 -0.68290 -4.95379 0.281 -0.104 -0.341
H -5.15307 0.45881 -2.23989 -0.794 -0.197 0.004
H -5.52827 0.54169 -4.00081 0.099 -0.099 -0.131
H -5.01496 1.97774 -3.07928 0.316 0.035 -0.276
C 1.90916 0.95985 3.13491 2.821 0.997 2.030
O 0.71958 1.13912 2.48628 -2.768 7.397 6.032
H 2.22515 -0.02798 2.79959 1.007 0.784 0.541
H 2.51048 1.81523 2.82693 0.893 -0.594 0.355
H 1.88097 0.92400 4.22395 -0.514 0.164 -0.023
H 0.23077 1.86343 2.88384 -0.254 0.266 0.085
C -3.01920 1.94521 1.04076 -1.860 -0.605 0.749
O -1.91210 1.77595 0.21415 -6.006 -2.278 -1.897
H -3.21498 1.00593 1.55799 -0.607 0.352 -0.184
H -2.87748 2.69969 1.81455 0.673 0.020 -0.154
H -3.93897 2.26413 0.55045 0.032 -0.111 -0.496
H -2.09549 1.08600 -0.42769 -0.663 -0.277 -0.479
C -0.22250 -0.07863 0.53494 -2.260 -2.370 2.609
O 1.02885 -0.29681 1.17730 -8.286 -7.673 2.996
H -0.92895 -0.85778 0.82121 0.556 0.979 0.848
H -0.67489 0.88590 0.76542 0.715 -1.687 0.569
H -0.13949 -0.10299 -0.55162 -0.183 -1.590 0.529
H 0.97204 0.22488 1.98117 -1.240 -2.267 -1.408
C -2.24327 -0.47021 3.06586 -0.691 1.208 0.635
O -1.69313 -1.71903 2.77244 -8.599 4.727 6.247
H -1.87993 -0.09663 4.02321 -0.215 0.165 0.096
H -1.94569 0.21242 2.26989 0.226 -0.394 0.495
H -3.33098 -0.53973 3.05324 -0.026 0.160 0.180
H -2.17339 -2.39399 3.25760 -0.052 -0.451 0.667
C 1.34664 -2.49031 -0.61520 3.836 -1.634 2.140
O 1.88345 -2.58308 -1.91084 1.768 -0.478 0.005
H 2.16205 -2.78993 0.04316 -0.071 -0.354 0.414
H 1.13029 -1.47598 -0.27990 0.590 -1.080 -0.189
H 0.48478 -3.15019 -0.51589 2.665 0.059 0.473
H 2.42662 -1.80074 -2.03135 0.356 0.126 -0.019
C 3.35693 0.59368 0.30488 -1.370 -0.512 -0.747
O 2.05897 0.34943 -0.32216 11.074 0.084 -6.809
H 3.42223 1.67668 0.40955 1.008 -0.472 -0.090
H 3.39397 0.13606 1.29347 0.081 -0.025 0.102
H 4.23199 0.19374 -0.20740 -0.251 -0.017 -0.488
H 1.47410 0.07965 0.38969 3.036 1.431 -1.889
```
Forces are in eV/Å.

Computed properties:
* DFT total energy: -2237.224890 Ha
* LUMO level: 0.0 eV
* energy above the lowest of the compared OMol25 structures with the same formula, charge and spin: 947.5 kcal/mol
* orbital gap: 7.4638 eV
* HOMO: -0.2731 Eh
* strongest force on any atom: 13.0 eV Å⁻¹

Atomic partial charges in e from the Löwdin method, atoms 1 to 6: -0.2087 -0.0906 -0.1998 -0.1840 -0.1635 -0.1401